Formula: C18H45O6P2
Source: the OMol25 dataset
Level of theory: ωB97M-V/def2-TZVPD

## Properties
Molar mass: 419.5 Da
Frontier orbital gap: 8.3 eV
E_LUMO: -0.089 Eh
HOMO level: -10.73 eV
Calculated total energy: -50249.1774 eV
Total charge: +1

CARTESIAN COORDINATES (ANGSTROEM)
C1 0.47335 0.18567 -0.41147
C2 0.98015 0.20938 -1.86263
C3 1.54740 1.54046 -2.32466
O1 0.51392 2.41046 -2.84617
C4 0.07577 3.38490 -1.94566
P1 -1.34575 4.18098 -2.76578
C5 -0.78800 4.66536 -4.41329
C6 -1.88899 5.39999 -5.17420
O2 -2.52175 6.28938 -4.26308
P2 -3.21578 3.04044 -2.92348
C7 -2.65399 1.35142 -2.38887
C8 -2.87791 0.29119 -3.47714
C9 -4.04227 3.67043 -1.39502
C10 -3.27315 3.63712 -0.07321
H1 0.78531 1.07758 0.13850
H2 0.86565 -0.65997 0.15019
H3 -0.61537 0.12851 -0.34971
H4 0.16954 -0.04552 -2.55228
H5 1.74435 -0.55325 -2.02129
H6 2.26873 1.42015 -3.13178
H7 2.04765 2.06344 -1.50303
H8 -0.25901 2.98367 -0.98042
H9 0.83380 4.15603 -1.74979
H10 -1.60032 5.33857 -2.02831
H11 0.10884 5.27618 -4.28754
H12 -0.50524 3.74861 -4.93584
H13 -2.60365 4.68236 -5.58227
H14 -1.43090 5.94578 -6.00229
H15 -3.40443 6.49933 -4.57273
H16 -1.60986 1.36138 -2.08077
H17 -3.23726 1.12567 -1.49306
H18 -2.80248 0.71169 -4.48099
H19 -3.86432 -0.16310 -3.38912
H20 -2.13750 -0.50445 -3.39551
H21 -4.40647 4.67427 -1.62409
H22 -4.93247 3.03496 -1.33946
H23 -2.70002 4.55325 0.07730
H24 -2.58292 2.79121 -0.02048
H25 -3.95278 3.54338 0.77303
C11 2.01176 -0.74533 3.32440
O3 0.75790 -0.84573 2.66606
C12 -0.04191 -1.91341 3.14757
C13 -1.13302 -1.43294 4.07959
O4 -0.60588 -0.88309 5.27083
C14 -0.57767 0.52972 5.29238
H26 2.46290 0.20021 3.02605
H27 1.89386 -0.75758 4.41007
H28 2.67207 -1.56538 3.02318
H29 0.58274 -2.65263 3.65963
H30 -0.50358 -2.40400 2.28350
H31 -1.76278 -2.28431 4.35378
H32 -1.76261 -0.69864 3.56326
H33 -1.59158 0.94288 5.33830
H34 -0.06730 0.93691 4.41486
H35 -0.03860 0.82592 6.19002
C15 2.53823 -4.04651 0.83272
O5 3.10108 -4.22531 2.11566
C16 2.41288 -5.18523 2.90390
C17 3.12657 -6.51939 2.92400
O6 3.15001 -7.12013 1.64256
C18 4.39326 -7.00203 0.97716
H36 3.23447 -3.44319 0.25121
H37 2.37677 -4.99913 0.32246
H38 1.58043 -3.51413 0.89983
H39 1.39294 -5.32297 2.52804
H40 2.34970 -4.79704 3.92502
H41 2.59493 -7.19243 3.60290
H42 4.14427 -6.38758 3.30622
H43 5.16265 -7.60493 1.47068
H44 4.73233 -5.96338 0.93560
H45 4.25132 -7.37612 -0.03505

Mulliken charges in e: atom 1 (C): -0.52, atom 2 (C): -0.41, atom 3 (C): -0.81, atom 4 (O): -0.38, atom 5 (C): -0.45, atom 6 (P): 0.26, atom 7 (C): -0.60, atom 8 (C): -0.63, atom 9 (O): -0.53, atom 10 (P): -0.09, atom 11 (C): 0.62, atom 12 (C): -1.46, atom 13 (C): -0.69, atom 14 (C): -0.92, atom 15 (H): 0.25, atom 16 (H): 0.05, atom 17 (H): 0.25, atom 18 (H): 0.07, atom 19 (H): 0.51, atom 20 (H): 0.40, atom 21 (H): 0.44, atom 22 (H): 0.25, atom 23 (H): 0.59, atom 24 (H): 0.17, atom 25 (H): 0.47, atom 26 (H): 0.36, atom 27 (H): 0.39, atom 28 (H): 0.38, atom 29 (H): 0.32, atom 30 (H): -0.66, atom 31 (H): 0.53, atom 32 (H): 0.35, atom 33 (H): 0.39, atom 34 (H): 0.39, atom 35 (H): 0.42, atom 36 (H): 0.49, atom 37 (H): 0.34, atom 38 (H): 0.14, atom 39 (H): 0.34, atom 40 (C): -0.77, atom 41 (O): -0.11, atom 42 (C): -0.14, atom 43 (C): -0.83, atom 44 (O): -0.38, atom 45 (C): -0.63, atom 46 (H): 0.24, atom 47 (H): 0.38, atom 48 (H): 0.18, atom 49 (H): 0.14, atom 50 (H): 0.37, atom 51 (H): 0.40, atom 52 (H): 0.36, atom 53 (H): 0.32, atom 54 (H): 0.23, atom 55 (H): 0.24, atom 56 (C): -0.67, atom 57 (O): -0.37, atom 58 (C): -0.37, atom 59 (C): -0.76, atom 60 (O): -0.37, atom 61 (C): -0.68, atom 62 (H): 0.23, atom 63 (H): 0.43, atom 64 (H): 0.19, atom 65 (H): 0.35, atom 66 (H): 0.38, atom 67 (H): 0.39, atom 68 (H): 0.37, atom 69 (H): 0.33, atom 70 (H): 0.28, atom 71 (H): 0.24

---

Formula: C18H46CuO13P3
Source: the OMol25 dataset
Level of theory: ωB97M-V/def2-TZVPD

## Properties
Molar mass: 627.0 Da
Frontier orbital gap: 5.1 eV
E_LUMO: -0.066 Eh
HOMO level: -6.93 eV
Calculated total energy: -118537.3646 eV

CARTESIAN COORDINATES (ANGSTROEM)
Cu1 2.48291 0.42419 0.61224
O1 4.50257 3.03411 -0.12824
H1 5.17159 2.80835 -0.80350
C1 0.91822 -0.33000 -8.50655
C2 -0.15825 -0.23707 -7.40213
O2 0.37393 -0.59410 -6.14572
P1 1.35747 0.42093 -5.26294
O3 1.64276 -0.03620 -3.85667
O4 2.68471 0.56098 -6.12990
C3 3.87477 -0.15383 -5.84510
C4 4.74270 -0.27959 -7.12313
O5 0.60837 1.83440 -5.54178
C5 1.28939 3.07792 -5.53242
C6 2.09092 3.18330 -6.85265
H2 1.64140 0.48402 -8.55631
H3 1.56150 -1.18991 -8.31986
H4 0.49027 -0.44631 -9.50226
H5 -0.62810 0.74647 -7.40532
H6 -0.95733 -0.94785 -7.61278
H7 4.34394 0.22256 -4.93610
H8 3.63184 -1.18496 -5.58847
H9 5.40806 -1.12507 -6.94835
H10 4.03950 -0.45746 -7.93675
H11 5.14397 0.71209 -7.33203
H12 0.53715 3.86491 -5.58600
H13 1.98459 3.22809 -4.70645
H14 3.13086 2.88929 -6.71054
H15 1.62634 2.59664 -7.64517
H16 2.15022 4.20080 -7.23901
C7 1.91682 -7.64460 4.95320
C8 0.96057 -6.96631 3.92657
O6 1.51518 -5.82777 3.36850
P2 0.52660 -4.66628 2.84352
O7 1.22769 -3.58012 2.14655
O8 -0.49735 -5.53909 1.89853
C9 -0.60067 -5.29832 0.51772
C10 -1.41010 -4.03148 0.16530
O9 -0.31495 -4.27856 4.16134
C11 -1.54776 -3.64161 4.05122
C12 -2.66169 -4.73091 4.19790
H17 2.02125 -7.06774 5.87213
H18 1.50703 -8.62295 5.20418
H19 2.87145 -7.77476 4.44346
H20 0.55126 -7.57981 3.12396
H21 0.11029 -6.68195 4.54646
H22 0.42566 -5.05728 0.24088
H23 -0.95362 -6.17406 -0.02691
H24 -1.16243 -3.15802 0.76848
H25 -1.14102 -3.77467 -0.85928
H26 -2.47484 -4.19053 0.33600
H27 -1.59910 -2.86470 4.81403
H28 -1.67791 -3.11911 3.10351
H29 -2.77426 -5.45750 3.39323
H30 -2.48439 -5.22578 5.15277
H31 -3.66899 -4.31445 4.20162
C13 -5.47178 1.91579 4.74484
C14 -4.45491 3.01154 4.34502
O10 -3.14693 2.38969 4.15340
P3 -1.82924 3.18938 3.67009
O11 -0.63547 2.34413 3.34796
O12 -1.65363 4.36077 4.83467
C15 -0.34780 4.77440 4.99262
C16 -0.44618 6.04681 5.82980
O13 -2.28999 4.08469 2.37532
C17 -1.35506 4.51842 1.37736
C18 -0.87268 5.93113 1.36670
H32 -6.52727 2.09739 4.54227
H33 -5.29976 0.92331 4.32830
H34 -5.39290 1.81498 5.82731
H35 -4.73384 3.61403 3.48057
H36 -4.28167 3.74687 5.13075
H37 0.29593 4.11320 5.57274
H38 0.12457 4.94449 4.02514
H39 0.51095 6.50851 6.07234
H40 -1.03362 6.76420 5.25678
H41 -1.04738 5.85914 6.71942
H42 -0.50124 3.84151 1.34773
H43 -1.82383 4.35880 0.40633
H44 -0.20759 6.15164 0.53175
H45 -1.71900 6.60585 1.49550
H46 -0.21064 6.05095 2.22428

Mulliken charges in e: atom 1 (Cu): 0.69, atom 2 (O): -0.85, atom 3 (H): 0.19, atom 4 (C): -0.96, atom 5 (C): -0.10, atom 6 (O): -0.37, atom 7 (P): 0.58, atom 8 (O): -0.74, atom 9 (O): 0.05, atom 10 (C): -0.46, atom 11 (C): -1.02, atom 12 (O): -0.30, atom 13 (C): -0.31, atom 14 (C): -0.79, atom 15 (H): 0.14, atom 16 (H): 0.26, atom 17 (H): 0.43, atom 18 (H): 0.22, atom 19 (H): 0.36, atom 20 (H): 0.37, atom 21 (H): 0.35, atom 22 (H): 0.36, atom 23 (H): 0.23, atom 24 (H): 0.29, atom 25 (H): 0.32, atom 26 (H): 0.31, atom 27 (H): 0.16, atom 28 (H): 0.16, atom 29 (H): 0.44, atom 30 (C): -1.23, atom 31 (C): -0.02, atom 32 (O): -0.36, atom 33 (P): 0.86, atom 34 (O): -0.72, atom 35 (O): -0.23, atom 36 (C): -0.35, atom 37 (C): -1.02, atom 38 (O): -0.32, atom 39 (C): -0.07, atom 40 (C): -1.07, atom 41 (H): 0.28, atom 42 (H): 0.38, atom 43 (H): 0.32, atom 44 (H): 0.28, atom 45 (H): 0.23, atom 46 (H): 0.35, atom 47 (H): 0.36, atom 48 (H): 0.23, atom 49 (H): 0.36, atom 50 (H): 0.30, atom 51 (H): 0.40, atom 52 (H): 0.08, atom 53 (H): 0.23, atom 54 (H): 0.29, atom 55 (H): 0.43, atom 56 (C): -1.15, atom 57 (C): -0.16, atom 58 (O): -0.22, atom 59 (P): 0.83, atom 60 (O): -0.70, atom 61 (O): -0.26, atom 62 (C): -0.02, atom 63 (C): -1.36, atom 64 (O): -0.31, atom 65 (C): -0.33, atom 66 (C): -0.94, atom 67 (H): 0.35, atom 68 (H): 0.31, atom 69 (H): 0.30, atom 70 (H): 0.30, atom 71 (H): 0.28, atom 72 (H): 0.26, atom 73 (H): 0.24, atom 74 (H): 0.39, atom 75 (H): 0.32, atom 76 (H): 0.33, atom 77 (H): 0.35, atom 78 (H): 0.35, atom 79 (H): 0.38, atom 80 (H): 0.25, atom 81 (H): 0.19

---

Formula: C18H46N3O15Sr2
Source: the OMol25 dataset
Level of theory: ωB97M-V/def2-TZVPD

## Properties
Molar mass: 719.8 Da
Frontier orbital gap: 4.3 eV
E_LUMO: -0.382 Eh
HOMO level: -14.68 eV
Calculated total energy: -56230.1622 eV
Total charge: +3

CARTESIAN COORDINATES (ANGSTROEM)
Sr1 -12.55405 -14.05930 -15.92715
Sr2 -7.38720 -13.43227 -14.54220
N1 -10.18482 -15.78959 -13.66493
O1 -11.20475 -15.28973 -14.26049
O2 -9.08730 -15.13393 -13.62904
O3 -10.23572 -16.89765 -13.20913
C1 -8.42972 -17.82036 -16.40106
N2 -7.64951 -19.01250 -16.78037
O4 -8.18942 -20.09181 -16.75592
O5 -6.46656 -18.82237 -16.99414
H1 -7.92935 -16.94362 -16.80209
H2 -8.44487 -17.75764 -15.31445
H3 -9.44346 -17.85734 -16.79119
C2 -9.32375 -20.31391 -13.20506
N3 -8.33625 -20.03001 -12.14639
O6 -8.71628 -19.99576 -10.99729
O7 -7.18909 -19.77827 -12.48116
H4 -9.20611 -21.31104 -13.62024
H5 -9.26160 -19.53478 -13.95433
H6 -10.30046 -20.28586 -12.72652
C3 -5.67746 -13.33425 -17.70121
O8 -5.63446 -13.93583 -16.39622
C4 -4.90863 -15.17770 -16.40746
C5 -4.95928 -15.92090 -15.08343
O9 -6.25608 -15.80622 -14.46001
C6 -6.30841 -16.72030 -13.31888
H7 -4.72360 -13.49752 -18.20198
H8 -5.85161 -12.26164 -17.63228
H9 -6.45300 -13.78984 -18.32217
H10 -3.87411 -15.01537 -16.71085
H11 -5.39470 -15.81620 -17.15357
H12 -4.23015 -15.47609 -14.40110
H13 -4.65751 -16.93823 -15.33201
H14 -5.49062 -17.42625 -13.41563
H15 -7.22195 -17.31226 -13.38572
H16 -6.37085 -16.21115 -12.35835
C7 -13.33851 -18.10139 -11.79677
O10 -14.30216 -17.09207 -11.84310
C8 -15.31232 -17.32213 -10.85748
C9 -16.20672 -16.11967 -10.68564
O11 -15.49351 -14.97235 -10.32598
C10 -16.34836 -13.90389 -9.92230
H17 -12.84346 -18.12949 -12.77021
H18 -13.72994 -19.10718 -11.60032
H19 -12.55812 -17.96875 -11.05762
H20 -14.87204 -17.54440 -9.87637
H21 -15.84085 -18.24301 -11.12260
H22 -16.88918 -16.46022 -9.89372
H23 -16.81005 -15.97018 -11.59012
H24 -15.95558 -12.93337 -10.22893
H25 -16.29215 -13.87927 -8.83129
H26 -17.37411 -13.99223 -10.27612
C11 -13.49348 -17.27318 -15.49002
O12 -13.21888 -16.34326 -16.57167
C12 -12.93712 -16.99772 -17.80211
C13 -13.08100 -15.99677 -18.94733
O13 -12.72181 -14.67025 -18.52461
C14 -12.63648 -13.76575 -19.63236
H27 -13.67722 -16.82379 -14.50703
H28 -12.52562 -17.75816 -15.34835
H29 -14.37938 -17.87119 -15.68623
H30 -13.61663 -17.81016 -18.06432
H31 -11.91491 -17.38179 -17.77121
H32 -14.09060 -15.92538 -19.35565
H33 -12.37906 -16.30918 -19.72412
H34 -12.00492 -14.14590 -20.43781
H35 -12.16663 -12.83818 -19.30476
H36 -13.63789 -13.58438 -20.02514
C15 -8.43397 -12.01578 -7.64691
O14 -8.82588 -13.24024 -8.22217
C16 -8.49737 -14.31865 -7.37616
C17 -8.87257 -15.62546 -8.00633
O15 -8.23183 -15.84319 -9.24353
C18 -8.64950 -17.01269 -9.88268
H37 -7.34462 -11.94831 -7.52749
H38 -8.83743 -11.78604 -6.65574
H39 -8.74278 -11.24115 -8.34801
H40 -8.96024 -14.24659 -6.38507
H41 -7.42229 -14.33030 -7.13878
H42 -9.95180 -15.54925 -8.24081
H43 -8.88672 -16.47062 -7.31032
H44 -8.20878 -17.91269 -9.44610
H45 -8.29319 -17.09948 -10.91870
H46 -9.72089 -17.00564 -10.04456

Mulliken charges in e: atom 1 (Sr): 2.08, atom 2 (Sr): 1.91, atom 3 (N): 0.21, atom 4 (O): -0.63, atom 5 (O): -0.54, atom 6 (O): -0.15, atom 7 (C): -0.11, atom 8 (N): 1.02, atom 9 (O): -0.53, atom 10 (O): -0.56, atom 11 (H): 0.17, atom 12 (H): -0.19, atom 13 (H): 0.10, atom 14 (C): -0.38, atom 15 (N): 0.98, atom 16 (O): -0.52, atom 17 (O): -0.56, atom 18 (H): 0.35, atom 19 (H): -0.10, atom 20 (H): 0.27, atom 21 (C): -0.87, atom 22 (O): -0.18, atom 23 (C): -0.85, atom 24 (C): -0.58, atom 25 (O): -0.03, atom 26 (C): -0.50, atom 27 (H): 0.30, atom 28 (H): 0.31, atom 29 (H): 0.35, atom 30 (H): 0.40, atom 31 (H): 0.46, atom 32 (H): 0.41, atom 33 (H): 0.40, atom 34 (H): 0.43, atom 35 (H): -0.24, atom 36 (H): 0.33, atom 37 (C): -0.42, atom 38 (O): -0.21, atom 39 (C): -0.70, atom 40 (C): -0.48, atom 41 (O): -0.31, atom 42 (C): -0.74, atom 43 (H): -0.20, atom 44 (H): 0.40, atom 45 (H): 0.31, atom 46 (H): 0.37, atom 47 (H): 0.41, atom 48 (H): 0.38, atom 49 (H): 0.34, atom 50 (H): 0.21, atom 51 (H): 0.27, atom 52 (H): 0.36, atom 53 (C): -0.73, atom 54 (O): -0.28, atom 55 (C): -0.25, atom 56 (C): -0.67, atom 57 (O): -0.30, atom 58 (C): -0.76, atom 59 (H): 0.14, atom 60 (H): 0.31, atom 61 (H): 0.38, atom 62 (H): 0.34, atom 63 (H): 0.09, atom 64 (H): 0.45, atom 65 (H): 0.40, atom 66 (H): 0.31, atom 67 (H): 0.27, atom 68 (H): 0.33, atom 69 (C): -0.78, atom 70 (O): -0.24, atom 71 (C): -0.61, atom 72 (C): -0.55, atom 73 (O): -0.25, atom 74 (C): -0.13, atom 75 (H): 0.33, atom 76 (H): 0.31, atom 77 (H): 0.22, atom 78 (H): 0.41, atom 79 (H): 0.35, atom 80 (H): 0.29, atom 81 (H): 0.41, atom 82 (H): 0.44, atom 83 (H): -0.43, atom 84 (H): 0.22

---

- What is the frontier orbital gap in the second record?
  5.1 eV